Formula: C6H17NO
Source: the OMol25 dataset
Level of theory: ωB97M-V/def2-TZVPD

Each line ends with the Löwdin charge.
Atoms and positions in Å:
C: 0.70 -0.42 -1.66  -0.08
C: 1.02 -0.81 -0.21  -0.40
C: -0.08 -0.32 0.78  -0.35
C: -1.48 -0.19 0.11  -0.08
C: 0.33 1.04 1.35  -0.22
C: 1.36 0.88 2.52  -0.10
N: 1.16 -2.27 -0.16  0.04
H: 0.24 0.55 -1.74  0.06
H: 1.61 -0.39 -2.25  0.08
H: 0.02 -1.10 -2.17  0.07
H: 1.94 -0.29 0.06  0.12
H: -0.22 -1.07 1.57  0.12
H: -1.56 0.81 -0.31  0.05
H: -1.49 -0.93 -0.69  0.07
H: -2.34 -0.24 0.78  0.08
H: 0.81 1.66 0.59  0.11
H: -0.54 1.47 1.84  0.11
H: 2.39 0.80 2.18  0.06
H: 1.01 0.09 3.18  0.07
H: 1.31 1.80 3.12  0.06
H: 2.04 -2.55 0.26  0.07
H: 0.35 -2.73 0.23  0.07
H: -2.78 1.32 -1.59  0.00
H: -2.22 1.36 -3.02  0.04
O: -2.63 1.90 -2.35  -0.06

Summary:
**SMILES string**: CC[C@@H](C)[C@H](C)N.O
**HOMO-LUMO gap**: 10.0 eV
**HOMO energy**: -9.01 eV
**Maximum force**: 2.449 eV Å⁻¹
**Energy relative to the best compared isomer or geometry (same formula, charge and spin)**: 16.9 kcal per mole
**E_tot**: -10034.850 eV
**Net charge**: 0


Formula: C4H9FN2S
Source: the OMol25 dataset
Level of theory: ωB97M-V/def2-TZVPD

Each line ends with the Löwdin charge.
Atoms and positions in Å:
C: -1.12 -1.49 0.65  -0.23
C: -0.40 0.82 0.03  -0.35
C: 1.16 0.57 0.20  -0.07
C: 2.00 -0.12 -0.92  -0.26
H: -0.08 -1.90 0.44  0.09
H: -1.04 -1.35 1.74  0.09
H: -1.87 -2.27 0.45  0.08
H: -3.09 1.11 -0.28  -0.07
H: -0.59 2.74 0.30  0.03
H: 1.26 -0.11 1.15  0.14
H: 1.69 1.48 0.48  0.10
H: 2.14 0.58 -1.78  0.13
H: 1.74 -1.10 -1.17  0.10
N: -1.19 -0.38 -0.15  -0.58
N: -1.13 1.92 0.18  0.09
F: 3.21 -0.32 -0.45  -0.02
S: -2.70 -0.17 -0.87  0.75

Summary:
**SMILES string**: [H]/N=C(\CCF)N(C)S
**HOMO-LUMO gap**: 9.2 eV
**HOMO energy**: -8.35 eV
**Maximum force**: 4.930 eV Å⁻¹
**Energy relative to the best compared isomer or geometry (same formula, charge and spin)**: 61.4 kcal per mole
**E_tot**: -20824.457 eV
**Net charge**: 0


Formula: C6H14O
Source: the OMol25 dataset
Level of theory: ωB97M-V/def2-TZVPD

Each line ends with the Mulliken spin population.
Atoms and positions in Å:
C: -1.12 0.39 1.39  0.07
O: -1.81 1.61 1.21  0.59
C: 0.35 0.73 1.08  0.01
C: 0.65 1.03 -0.36  0.07
C: 1.24 -0.03 -1.26  0.00
C: 0.35 -1.21 -1.65  0.01
C: 0.59 -2.30 -0.52  0.00
H: -1.38 0.08 2.40  0.12
H: -1.62 -0.43 0.83  0.10
H: -2.77 1.28 1.38  -0.02
H: 0.96 -0.02 1.62  0.00
H: 0.58 1.67 1.65  0.01
H: 0.96 2.09 -0.55  0.00
H: -0.34 1.26 -0.82  0.02
H: 2.24 -0.36 -1.00  0.01
H: 1.43 0.51 -2.20  0.01
H: -0.72 -1.01 -1.55  0.00
H: 0.61 -1.73 -2.58  0.00
H: -0.36 -2.47 0.05  0.00
H: 0.80 -3.29 -0.96  0.00
H: 1.49 -2.17 0.09  0.00

Summary:
**Spin multiplicity**: 2
**HOMO-LUMO gap (alpha / beta)**: 10.5 / 4.3 eV
**HOMO energy (alpha / beta)**: -14.51 / -14.44 eV
**Maximum force**: 3.696 eV Å⁻¹
**Energy relative to the best compared isomer or geometry (same formula, charge and spin)**: 60.1 kcal per mole
**E_tot**: -8484.947 eV
**Net charge**: +1


Formula: C4H2O2P
Source: the OMol25 dataset
Level of theory: ωB97M-V/def2-TZVPD

Each line ends with the Löwdin charge.
Atoms and positions in Å:
C: -1.04 -1.16 -0.34  -0.15
C: -1.39 2.60 -0.57  0.00
C: 0.04 -1.34 0.21  -0.38
C: -1.16 1.50 -1.09  -0.04
O: 1.95 -1.65 2.27  -0.37
O: 2.70 -2.25 -0.11  -0.38
P: 1.68 -1.69 0.82  0.52
H: -1.26 0.45 -0.95  -0.15
H: -1.53 3.54 -0.23  -0.05

Summary:
**HOMO-LUMO gap**: 9.4 eV
**HOMO energy**: -5.77 eV
**Maximum force**: 5.859 eV Å⁻¹
**Energy relative to the best compared isomer or geometry (same formula, charge and spin)**: 44.6 kcal per mole
**E_tot**: -17561.324 eV
**Net charge**: -1


Formula: C42H87N3O12
Source: the OMol25 dataset
Level of theory: ωB97M-V/def2-TZVPD

Each line ends with the Löwdin charge.
Atoms and positions in Å:
C: -2.02 5.99 -2.26  -0.15
C: -1.31 5.42 -1.01  -0.16
C: -0.05 4.77 -1.60  -0.16
O: -0.08 5.00 -3.05  -0.18
C: -0.84 6.19 -3.24  -0.19
H: -2.53 6.95 -2.06  0.11
H: -2.80 5.32 -2.54  0.09
H: -1.93 4.79 -0.39  0.07
H: -0.99 6.30 -0.49  0.10
H: 0.06 3.68 -1.46  0.11
H: 0.77 5.22 -1.18  0.08
H: -1.17 6.22 -4.26  0.11
H: -0.29 7.11 -2.99  0.12
C: -3.39 -0.64 5.60  -0.11
C: -1.95 -1.10 6.12  -0.14
C: -2.22 -2.61 6.40  -0.19
O: -3.16 -3.09 5.43  -0.17
C: -3.93 -1.98 4.94  -0.17
H: -3.15 0.16 4.87  0.09
H: -4.03 -0.22 6.38  0.10
H: -1.53 -0.60 6.97  0.10
H: -1.28 -0.96 5.29  0.09
H: -2.71 -2.52 7.35  0.11
H: -1.37 -3.21 6.36  0.10
H: -4.94 -2.20 5.23  0.11
H: -3.91 -1.98 3.85  0.10
C: 3.51 1.20 -4.22  -0.15
C: 2.22 1.22 -3.37  -0.13
C: 2.65 2.12 -2.16  -0.20
O: 4.02 1.84 -1.97  -0.19
C: 4.63 1.29 -3.22  -0.13
H: 3.43 2.03 -4.85  0.10
H: 3.60 0.38 -4.87  0.07
H: 1.89 0.27 -2.97  0.10
H: 1.38 1.62 -3.93  0.08
H: 2.15 1.91 -1.21  0.09
H: 2.61 3.14 -2.45  0.10
H: 4.93 0.33 -2.81  0.11
H: 5.52 1.86 -3.44  0.11
C: -1.62 3.94 2.31  -0.15
C: -0.09 4.28 2.53  -0.13
C: -0.14 4.46 4.00  -0.22
O: -1.16 3.60 4.55  -0.14
C: -1.94 3.05 3.50  -0.23
H: -1.79 3.52 1.31  0.08
H: -2.28 4.80 2.44  0.11
H: 0.33 5.15 1.98  0.12
H: 0.54 3.42 2.28  0.10
H: -0.39 5.46 4.45  0.13
H: 0.83 4.21 4.44  0.11
H: -3.00 3.08 3.73  0.11
H: -1.73 1.98 3.34  0.10
C: 3.86 -0.95 0.22  -0.14
C: 3.15 -2.11 -0.68  -0.14
C: 3.33 -3.29 0.15  -0.31
O: 3.18 -2.84 1.43  -0.13
C: 4.00 -1.62 1.52  -0.17
H: 3.20 -0.12 0.06  0.08
H: 4.85 -0.75 -0.14  0.10
H: 3.49 -2.12 -1.70  0.09
H: 2.07 -1.75 -0.68  0.13
H: 4.33 -3.60 -0.07  0.11
H: 2.65 -4.13 -0.01  0.12
H: 5.02 -1.99 1.64  0.12
H: 3.81 -1.09 2.42  0.10
C: -0.61 -5.01 3.33  -0.16
C: -2.04 -5.58 3.51  -0.12
C: -2.77 -4.94 2.31  -0.20
O: -1.91 -3.97 1.74  -0.14
C: -0.62 -4.45 1.95  -0.26
H: 0.12 -5.75 3.43  0.09
H: -0.44 -4.17 4.02  0.11
H: -2.50 -5.35 4.46  0.08
H: -2.07 -6.71 3.46  0.12
H: -3.67 -4.40 2.53  0.11
H: -3.05 -5.58 1.53  0.09
H: 0.13 -3.68 1.75  0.10
H: -0.39 -5.34 1.21  0.15
C: -6.44 1.42 0.62  -0.14
C: -5.67 0.60 -0.43  -0.18
C: -5.36 -0.69 0.34  -0.22
O: -5.18 -0.34 1.71  -0.17
C: -5.73 0.98 1.94  -0.16
H: -7.49 1.00 0.54  0.13
H: -6.35 2.49 0.46  0.10
H: -4.72 1.05 -0.82  0.09
H: -6.35 0.41 -1.28  0.11
H: -4.45 -1.26 0.04  0.12
H: -6.18 -1.35 0.08  0.10
H: -4.84 1.56 2.14  0.10
H: -6.43 0.85 2.79  0.12
C: 1.90 -6.89 -5.25  -0.17
C: 2.84 -6.67 -4.03  -0.15
C: 2.95 -5.15 -3.96  -0.20
O: 1.85 -4.67 -4.77  -0.20
C: 1.84 -5.55 -5.91  -0.20
H: 0.89 -7.32 -5.01  0.13
H: 2.30 -7.72 -5.84  0.10
H: 3.83 -7.06 -4.21  0.10
H: 2.43 -7.13 -3.09  0.12
H: 3.90 -4.70 -4.29  0.12
H: 2.89 -4.84 -2.86  0.13
H: 2.75 -5.28 -6.57  0.15
H: 0.94 -5.34 -6.42  0.11
C: 4.70 2.38 1.36  -0.19
C: 5.69 3.23 2.09  -0.20
C: 4.86 4.12 2.96  -0.23
O: 3.48 3.83 2.75  -0.15
C: 3.45 3.24 1.42  -0.19
H: 4.47 1.43 1.89  0.11
H: 5.04 2.13 0.33  0.11
H: 6.35 3.85 1.38  0.13
H: 6.41 2.59 2.67  0.12
H: 5.08 5.15 2.72  0.11
H: 5.06 3.95 4.03  0.12
H: 3.58 4.14 0.72  0.14
H: 2.51 2.69 1.14  0.10
O: 0.94 1.02 0.50  0.00
C: -0.10 0.46 0.81  -0.54
N: -1.39 0.75 0.43  0.19
C: 0.06 -0.65 1.84  0.01
H: -1.66 1.53 -0.13  0.05
H: -2.14 0.26 0.95  0.12
H: 1.16 -0.78 1.91  0.08
H: -0.49 -1.62 1.67  0.08
H: -0.30 -0.35 2.81  0.07
O: -0.01 0.03 -5.19  -0.01
C: 0.29 -1.13 -4.92  -0.54
N: 1.49 -1.67 -5.28  0.18
C: -0.68 -2.06 -4.14  0.01
H: 1.68 -2.65 -5.15  0.06
H: 2.17 -1.05 -5.73  0.11
H: -0.48 -3.12 -4.38  0.07
H: -1.66 -1.87 -4.59  0.07
H: -0.68 -2.05 -3.08  0.06
O: -2.69 2.68 -1.63  -0.03
C: -2.41 1.93 -2.59  -0.54
N: -1.56 2.32 -3.56  0.20
C: -3.01 0.54 -2.83  0.00
H: -1.02 3.21 -3.57  0.11
H: -1.09 1.57 -4.03  0.05
H: -2.82 0.10 -3.80  0.07
H: -4.08 0.65 -2.77  0.06
H: -2.79 -0.09 -1.96  0.08

Summary:
**SMILES string**: C1CCOC1.C1CCOC1.C1CCOC1.C1CCOC1.C1CCOC1.C1CCOC1.C1CCOC1.C1CCOC1.C1CCOC1.CC(N)=O.CC(N)=O.CC(N)=O
**HOMO-LUMO gap**: 9.5 eV
**HOMO energy**: -9.01 eV
**Maximum force**: 3.766 eV Å⁻¹
**E_tot**: -74000.794 eV
**Net charge**: 0


Formula: C32H30BrCl2N4O3Re
Source: the OMol25 dataset
Level of theory: ωB97M-V/def2-TZVPD

Each line ends with the Mulliken spin population.
Atoms and positions in Å:
Re: -0.41 0.06 -0.16  2.49
Cl: 3.40 -5.64 -0.54  0.00
C: 2.28 -4.46 -0.04  0.01
C: 2.21 -3.24 -0.71  0.00
C: 1.32 -2.27 -0.29  0.05
N: 1.18 -0.99 -0.81  -0.01
C: 1.78 -0.59 -1.98  -0.01
O: 2.63 -1.18 -2.61  0.05
C: 1.22 0.73 -2.46  0.04
C: 1.68 1.26 -3.65  -0.02
C: 1.15 2.46 -4.10  0.02
C: 0.19 3.10 -3.32  -0.01
C: -0.21 2.50 -2.14  0.03
N: 0.26 1.32 -1.73  -0.02
C: 0.42 -2.55 0.79  -0.01
C: 0.51 -3.77 1.46  0.00
C: 1.44 -4.71 1.06  -0.01
Cl: 1.56 -6.18 1.91  0.00
N: -0.41 -1.51 1.11  0.00
C: -0.99 -1.39 2.35  -0.06
O: -1.35 -2.27 3.11  0.06
C: -1.02 0.07 2.71  0.09
C: -1.39 0.48 3.98  -0.01
C: -1.29 1.82 4.30  0.02
C: -0.80 2.70 3.34  -0.02
C: -0.43 2.21 2.10  0.04
N: -0.56 0.93 1.77  -0.01
H: 2.86 -3.06 -1.56  0.00
H: 2.43 0.72 -4.20  0.00
H: 1.48 2.89 -5.03  0.00
H: -0.24 4.04 -3.62  0.00
H: -0.95 2.97 -1.51  0.01
H: -0.17 -3.98 2.28  0.00
H: -1.73 -0.26 4.68  0.00
H: -1.58 2.18 5.28  0.00
H: -0.70 3.75 3.56  0.00
H: -0.02 2.87 1.35  0.01
C: -5.34 0.62 -5.87  0.00
C: -4.64 1.87 -5.31  0.00
C: -5.62 3.04 -5.39  0.00
C: -3.40 2.24 -6.15  0.00
C: -4.15 1.60 -3.91  0.02
C: -3.44 0.43 -3.66  -0.01
C: -2.86 0.25 -2.43  0.00
Br: -1.80 -1.34 -2.11  0.07
C: -2.94 1.18 -1.36  0.06
O: -2.24 1.01 -0.28  0.12
C: -3.77 2.31 -1.59  0.01
C: -4.32 2.48 -2.85  0.00
C: -4.13 3.33 -0.51  0.01
C: -3.36 3.17 0.80  -0.01
C: -5.62 3.12 -0.21  0.00
C: -3.88 4.76 -1.02  0.00
H: -5.84 0.87 -6.81  0.00
H: -6.09 0.26 -5.17  0.00
H: -4.64 -0.18 -6.07  0.00
H: -5.97 3.15 -6.41  0.00
H: -5.15 3.98 -5.10  0.00
H: -6.49 2.87 -4.75  0.00
H: -3.70 2.44 -7.17  0.00
H: -2.67 1.44 -6.14  0.00
H: -2.94 3.13 -5.74  0.00
H: -3.32 -0.33 -4.42  0.00
H: -4.92 3.36 -3.01  0.00
H: -3.47 2.17 1.21  0.00
H: -3.76 3.87 1.53  0.00
H: -2.30 3.38 0.66  0.00
H: -5.79 2.11 0.15  0.00
H: -6.23 3.28 -1.09  0.00
H: -5.94 3.82 0.56  0.00
H: -2.85 4.87 -1.36  0.00
H: -4.06 5.46 -0.21  0.00
H: -4.54 5.02 -1.84  0.00

Summary:
**Spin multiplicity**: 4
**HOMO-LUMO gap (alpha / beta)**: 6.4 / 5.7 eV
**HOMO energy (alpha / beta)**: -10.23 / -10.53 eV
**Maximum force**: 2.893 eV Å⁻¹
**E_tot**: -142987.686 eV
**Net charge**: +1


Formula: C8H11O2S
Source: the OMol25 dataset
Level of theory: ωB97M-V/def2-TZVPD

Each line ends with the Löwdin charge.
Atoms and positions in Å:
C: 2.29 0.24 1.21  -0.09
C: -2.41 -2.33 -0.07  0.03
C: -2.18 1.13 0.55  -0.35
C: -0.02 -0.35 0.57  -0.13
C: -1.29 0.02 -0.15  -0.38
C: 1.26 0.18 0.27  -0.51
C: -2.35 -1.01 -0.19  -0.51
C: 1.57 0.69 -1.11  -0.13
O: -1.88 2.45 0.53  -0.01
O: -4.94 -0.16 0.40  -0.61
S: -3.74 0.07 -0.43  0.91
H: 3.37 0.24 0.86  0.02
H: 2.00 0.19 2.22  -0.02
H: -3.33 -2.87 0.01  0.05
H: -1.55 -2.92 0.23  0.06
H: -1.28 2.53 -0.25  0.12
H: -2.54 0.89 1.58  0.13
H: -0.09 -0.87 1.49  0.07
H: -1.19 0.50 -1.25  0.17
H: 1.09 0.04 -1.97  0.10
H: 2.66 0.88 -1.34  0.06
H: 1.24 1.74 -1.09  0.05

Summary:
**HOMO-LUMO gap**: 5.0 eV
**HOMO energy**: -1.79 eV
**Maximum force**: 3.056 eV Å⁻¹
**Energy relative to the best compared isomer or geometry (same formula, charge and spin)**: 103.5 kcal per mole
**E_tot**: -23400.698 eV
**Net charge**: -1


Formula: C5H40O16
Source: the OMol25 dataset
Level of theory: ωB97M-V/def2-TZVPD

Each line ends with the Löwdin charge.
Atoms and positions in Å:
C: 1.72 -1.59 -1.55  -0.25
O: 2.89 -1.04 -1.01  -0.08
C: 0.41 -0.81 -1.52  -0.17
C: -0.14 -0.73 -0.06  -0.20
C: -1.35 0.19 0.05  -0.14
C: -1.76 0.45 1.55  -0.20
O: -1.42 1.84 1.78  -0.09
H: 2.05 -1.97 -2.52  0.13
H: 1.51 -2.49 -0.92  0.11
H: 2.88 -0.95 -0.06  0.06
H: -0.34 -1.25 -2.16  0.10
H: 0.51 0.31 -1.69  0.08
H: 0.60 -0.31 0.65  0.11
H: -0.20 -1.70 0.33  0.08
H: -1.08 1.24 -0.26  0.11
H: -2.18 -0.09 -0.69  0.10
H: -1.20 -0.19 2.21  0.07
H: -2.86 0.43 1.52  0.12
H: -1.25 1.98 2.72  0.08
H: -3.17 -1.94 1.64  0.02
H: -3.80 -2.59 2.62  0.06
O: -2.91 -2.20 2.57  -0.09
H: 0.43 -2.94 2.84  0.01
H: 0.70 -4.00 3.70  0.06
O: 0.48 -3.91 2.75  -0.07
H: 0.24 3.73 1.14  0.05
H: 0.08 3.77 -0.46  -0.01
O: 0.68 3.63 0.30  -0.07
H: -3.87 -1.51 -3.27  0.06
H: -2.59 -0.68 -2.98  0.03
O: -3.22 -1.30 -2.59  -0.05
H: 4.60 1.59 0.76  0.03
H: 4.24 0.42 1.64  0.04
O: 5.01 0.81 1.17  -0.06
H: 4.84 1.04 -1.75  0.03
H: 3.33 0.76 -1.57  0.01
O: 3.98 1.29 -2.10  -0.08
H: 1.68 -1.34 2.04  0.01
H: 1.78 -2.99 1.78  0.10
O: 1.51 -2.08 1.44  -0.12
H: -3.47 -2.75 -0.70  0.06
H: -3.27 -1.28 -0.49  -0.01
O: -3.58 -2.06 -0.03  -0.05
H: -2.00 4.81 -1.22  0.08
H: -0.70 4.58 -1.96  0.07
O: -1.31 4.15 -1.36  -0.03
H: 1.53 0.57 4.31  0.05
H: 0.66 -0.36 3.36  -0.01
O: 1.55 -0.05 3.59  -0.07
H: 0.45 1.06 -4.63  0.05
H: 0.77 0.38 -3.43  0.02
O: 0.29 0.18 -4.26  -0.07
H: 0.94 2.41 -0.85  0.00
H: 2.17 2.34 -1.67  0.04
O: 1.25 2.04 -1.70  -0.07
H: -1.29 -1.69 3.26  0.01
H: -0.65 -1.89 4.77  0.07
O: -0.80 -1.32 4.02  -0.07
H: -2.01 2.62 -3.26  0.01
H: -1.22 1.61 -4.06  0.00
O: -2.11 1.78 -3.71  -0.05

Summary:
**HOMO-LUMO gap**: 9.6 eV
**HOMO energy**: -9.61 eV
**Maximum force**: 3.242 eV Å⁻¹
**Energy relative to the best compared isomer or geometry (same formula, charge and spin)**: 48.6 kcal per mole
**E_tot**: -38592.184 eV
**Net charge**: 0